{
  "formula": "C2H6FO2P",
  "method": "the ωB97M-V functional and the def2-TZVPD basis",
  "species": ["C", "C", "O", "O", "F", "P", "H", "H", "H", "H", "H", "H"],
  "coordinates": [[-0.617910, -1.638355, 1.494982], [1.175677, 2.451656, -1.238335], [0.408193, -2.416043, 0.825772], [0.197741, 1.608895, -1.495669], [-1.095107, -0.264127, -2.077549], [-1.324263, 1.165459, -1.346912], [-0.924110, -2.236661, 2.428983], [-1.495177, -1.605280, 0.914360], [-0.466408, -0.599502, 1.703453], [0.870639, 3.476543, -1.004842], [1.149022, -2.467051, 1.482509], [2.121702, 2.524465, -1.686752]],
  "forces_ev_per_a": [[-0.0891, -2.5580, 1.5614], [-1.5505, 2.4821, 1.0458], [0.4142, 1.1950, 1.3484], [1.0996, -0.3567, -0.4401], [-0.4690, 0.4163, 0.3161], [0.2113, -0.6831, -0.3704], [0.4322, 1.2495, -0.9743], [-0.9406, -0.4506, -1.2294], [1.1098, 0.5785, 0.3491], [-0.3523, -0.3383, 0.4878], [-0.9204, -0.0077, -1.0642], [1.0549, -1.5270, -1.0301]],
  "total_charge": 0,
  "gap_ev": [8.030, 7.891],
  "total_energy_ev": -18269.513,
  "e_above_lowest_kcal_mol": 115.1
}

***

{
  "formula": "C26H50N3O10",
  "method": "the ωB97M-V functional and the def2-TZVPD basis",
  "species": ["O", "C", "O", "O", "C", "O", "C", "C", "C", "C", "C", "C", "H", "H", "H", "H", "H", "C", "O", "C", "C", "N", "C", "C", "O", "C", "H", "H", "H", "H", "H", "H", "H", "H", "H", "H", "H", "H", "H", "H", "H", "C", "O", "C", "C", "N", "C", "C", "O", "C", "H", "H", "H", "H", "H", "H", "H", "H", "H", "H", "H", "H", "H", "H", "H", "C", "O", "C", "C", "N", "C", "C", "O", "C", "H", "H", "H", "H", "H", "H", "H", "H", "H", "H", "H", "H", "H", "H", "H"],
  "coordinates": [[1.724300, -7.219770, 0.840253], [1.576476, -6.606130, 1.884538], [2.192051, -6.536864, 2.957851], [0.355409, -5.755074, 1.896050], [-0.047152, -5.294280, 0.696389], [-1.092443, -5.621832, 0.186121], [0.836972, -4.234418, 0.086136], [2.066231, -3.882122, 0.643079], [2.843226, -2.904923, 0.038060], [2.397885, -2.260464, -1.106561], [1.170809, -2.603639, -1.656109], [0.393918, -3.586066, -1.061814], [2.406360, -4.366461, 1.548215], [3.803465, -2.649133, 0.468706], [3.002547, -1.488961, -1.568130], [0.795980, -2.112595, -2.544632], [-0.566011, -3.859949, -1.481159], [0.816896, 4.553790, 0.842383], [-0.460380, 4.314371, 0.295634], [-0.747463, 5.002252, -0.912622], [-0.736619, 4.084628, -2.114519], [0.608476, 3.632722, -2.441357], [0.686157, 2.547284, -3.414243], [-0.035597, 1.234986, -3.128713], [0.531675, 0.456931, -2.100409], [0.217600, 0.846812, -0.778727], [0.804360, 4.183312, 1.865967], [1.614032, 4.031637, 0.300805], [1.049610, 5.623454, 0.857701], [-0.051247, 5.836561, -1.053148], [-1.753495, 5.417587, -0.812428], [-1.137835, 4.639464, -2.969271], [-1.427261, 3.257637, -1.903421], [1.079908, 3.345440, -1.593882], [1.744286, 2.310905, -3.550551], [0.320965, 2.928813, -4.375170], [0.049923, 0.626205, -4.033015], [-1.109024, 1.380517, -2.948483], [-0.811232, 1.210305, -0.699499], [0.901882, 1.613858, -0.401593], [0.329548, -0.038351, -0.153063], [-4.136152, 9.415665, -7.853576], [-3.180605, 8.406044, -8.091587], [-1.836915, 8.852916, -8.201015], [-1.009938, 8.484824, -6.989195], [-1.406093, 9.244458, -5.813156], [-0.844017, 8.782035, -4.547898], [-1.085061, 7.343820, -4.106950], [-2.409937, 7.048503, -3.711629], [-3.324858, 6.821962, -4.764104], [-5.116579, 8.984356, -8.048827], [-4.121192, 9.777328, -6.818861], [-3.988760, 10.269757, -8.521564], [-1.806646, 9.932617, -8.379721], [-1.405670, 8.354058, -9.072863], [0.039841, 8.702552, -7.211373], [-1.097933, 7.399040, -6.849883], [-2.414853, 9.249884, -5.743734], [-1.237036, 9.433486, -3.763669], [0.239016, 8.943101, -4.579371], [-0.476840, 7.179846, -3.213967], [-0.741880, 6.615228, -4.852826], [-2.856408, 6.293206, -5.599341], [-3.768274, 7.751573, -5.134069], [-4.128662, 6.203103, -4.366392], [-0.072530, -6.685060, 5.510558], [0.050106, -8.095933, 5.569560], [1.371682, -8.568389, 5.326723], [1.997357, -9.130758, 6.585796], [2.287056, -8.090319, 7.564665], [2.612561, -8.557737, 8.903436], [1.617872, -9.439711, 9.652065], [0.439643, -8.784626, 10.080585], [-0.541696, -8.593965, 9.077471], [-1.136261, -6.457361, 5.441437], [0.324600, -6.193905, 6.410698], [0.438477, -6.283093, 4.632236], [1.979024, -7.784652, 4.870521], [1.293965, -9.379563, 4.597812], [2.933007, -9.633046, 6.317901], [1.310664, -9.895648, 6.977321], [1.502606, -7.454069, 7.613141], [2.790822, -7.674550, 9.523422], [3.562217, -9.103985, 8.851363], [2.111556, -9.773871, 10.568948], [1.359649, -10.341950, 9.083389], [-0.579959, -9.438807, 8.385110], [-0.377426, -7.678365, 8.504473], [-1.504726, -8.508440, 9.581578]],
  "forces_ev_per_a": [[0.1156, 0.0294, -0.1341], [0.6296, -0.2996, 0.7098], [-0.4649, 0.0461, -0.6262], [-0.3024, 0.3226, -0.2465], [-0.1436, -0.1739, 0.1989], [0.2381, 0.2206, 0.1724], [0.0192, -0.0832, 0.0099], [-0.2138, -0.0258, -0.0485], [0.0198, -0.0160, 0.0835], [0.0079, 0.0294, -0.0744], [-0.1914, -0.0970, -0.0710], [0.0989, -0.0168, 0.0032], [0.0185, -0.0281, 0.0097], [0.0012, 0.0275, 0.0000], [-0.0138, 0.0027, -0.0141], [0.1273, 0.1025, 0.0371], [0.0337, -0.0625, 0.0444], [-0.0234, -0.0139, 0.0300], [0.0624, -0.0303, 0.0131], [-0.1621, 0.0981, -0.0262], [0.1018, -0.0712, -0.0911], [0.0081, -0.0826, 0.1813], [0.0866, 0.1539, -0.0690], [-0.0778, -0.0698, -0.0862], [0.0932, 0.1205, -0.0359], [0.0293, -0.1759, 0.0492], [-0.0065, -0.0117, -0.0020], [0.0086, 0.0411, -0.0223], [0.0154, 0.0091, 0.0008], [0.0519, -0.0346, -0.0215], [0.0170, 0.0295, 0.0050], [-0.0503, -0.0277, -0.0041], [-0.0393, 0.0390, 0.0083], [-0.0387, -0.0224, -0.0094], [-0.0006, 0.0126, -0.0400], [-0.0368, -0.0135, 0.0001], [-0.0196, -0.0115, 0.0078], [0.0257, 0.0627, 0.0628], [0.0036, 0.0394, -0.0010], [-0.0621, 0.0444, -0.0067], [-0.0086, -0.0068, -0.0129], [-0.0271, -0.0303, -0.0266], [-0.0384, 0.0132, 0.0737], [0.0920, -0.0163, -0.1300], [-0.0184, 0.0218, 0.1145], [-0.1692, -0.1113, -0.0158], [-0.0035, 0.1771, -0.0285], [0.1652, -0.1184, 0.1112], [-0.0662, 0.0693, -0.0118], [-0.0442, -0.0590, 0.0794], [0.0023, -0.0118, 0.0034], [0.0288, 0.0374, -0.0168], [-0.0055, 0.0178, 0.0011], [0.0043, 0.0173, 0.0601], [-0.0207, 0.0179, -0.0171], [0.0224, -0.0268, 0.0213], [0.0328, -0.0043, -0.0465], [0.0190, -0.0284, 0.0016], [0.0442, 0.0160, 0.0115], [0.0129, -0.0384, -0.0074], [0.0112, -0.0202, -0.0102], [-0.0549, 0.0401, -0.0585], [0.0045, 0.0231, -0.0270], [0.0318, -0.0197, -0.0577], [0.0086, -0.0061, 0.0048], [-0.0710, 0.0505, -0.1636], [0.0594, 0.0518, 0.2522], [0.0310, -0.0921, -0.1790], [-0.0385, 0.0515, 0.0922], [-0.2048, -0.0481, 0.0900], [0.0814, 0.1263, -0.0911], [0.0683, -0.1129, 0.0960], [-0.0264, 0.0573, -0.0270], [-0.0610, 0.0228, 0.0980], [-0.0045, -0.0214, 0.0058], [0.0358, -0.0210, -0.0081], [-0.0026, 0.0152, 0.0255], [0.0396, -0.0129, 0.0433], [0.0021, 0.0204, -0.0377], [0.0117, -0.0111, 0.0112], [0.0400, -0.0471, -0.0358], [0.0266, 0.0124, -0.0597], [0.0438, -0.0161, 0.0130], [-0.0115, -0.0408, 0.0054], [-0.0168, -0.0061, 0.0047], [-0.0246, 0.0517, -0.0606], [0.0172, 0.0145, -0.0388], [0.0084, -0.0499, -0.0585], [0.0066, -0.0114, 0.0096]],
  "total_charge": -1,
  "gap_ev": 7.279,
  "total_energy_ev": -52716.759
}

***

{
  "formula": "C6H6Cl2O4PrTi",
  "method": "the ωB97M-V functional and the def2-TZVPD basis",
  "species": ["Pr", "Ti", "Cl", "Cl", "C", "C", "C", "O", "O", "O", "C", "C", "C", "O", "H", "H", "H", "H", "H", "H"],
  "coordinates": [[-0.370509, 4.580573, -0.095594], [0.748688, -0.283977, 0.234543], [-0.611965, 1.976195, 0.655220], [2.841879, 0.364114, 0.100801], [0.307477, -0.735974, -1.545283], [-1.771968, 4.195507, -1.926615], [0.628308, 3.376499, -1.854495], [0.065903, -0.967476, -2.682480], [-2.316187, 3.861882, -2.900340], [0.860215, 2.608793, -2.696247], [0.905176, -3.277965, 2.942256], [0.005533, -2.837944, 1.866885], [-1.193177, -3.604680, 1.497008], [0.271741, -1.777032, 1.245791], [0.487433, -4.189814, 3.378569], [0.991313, -2.526073, 3.737987], [1.912997, -3.507306, 2.567863], [-2.109767, -3.007304, 1.599569], [-1.136706, -3.985925, 0.466861], [-1.267451, -4.461354, 2.174533]],
  "forces_ev_per_a": [[0.5687, 1.2594, 4.9731], [2.4606, 0.9227, 5.5310], [0.2694, 1.0798, -0.6701], [-1.3717, -0.2745, -0.1959], [-2.6101, -2.5458, -11.8530], [-5.0282, -2.3955, -7.9076], [2.4033, -5.5303, -6.4673], [1.5257, 1.3425, 7.1142], [2.8423, 1.9644, 5.4174], [-0.9671, 4.0901, 4.3421], [-0.4911, -0.6825, 0.3242], [-0.1995, -1.6271, 0.9585], [-0.0455, -0.6235, 0.5567], [0.2561, 2.0664, -1.4704], [0.2840, 0.1772, 0.0489], [0.0901, 0.1129, -0.2028], [-0.0492, 0.2276, -0.0934], [0.1758, 0.1035, -0.1417], [0.0553, 0.2100, 0.0355], [-0.1689, 0.1226, -0.2994]],
  "total_charge": 4,
  "gap_ev": [5.251, 6.697],
  "total_energy_ev": -76690.781,
  "e_above_lowest_kcal_mol": 0.8,
  "spin_multiplicity": 4
}

***

{
  "formula": "C3H11N2",
  "method": "the ωB97M-V functional and the def2-TZVPD basis",
  "species": ["C", "N", "H", "H", "H", "H", "C", "N", "C", "H", "H", "H", "H", "H", "H", "H"],
  "coordinates": [[2.675212, -0.170693, 0.336145], [2.093808, -0.112060, -0.790590], [2.999542, -1.109180, 0.778456], [2.799997, 0.744478, 0.909654], [0.262169, 0.292595, -0.308784], [2.194187, -0.992637, -1.298613], [-1.355631, 1.392953, 0.313935], [-0.768077, 0.209356, -0.393553], [-1.315540, -1.121134, 0.014303], [-1.078602, 1.261359, 1.363159], [-2.436197, 1.385031, 0.235222], [-0.859541, 2.284552, -0.054299], [-0.921333, 0.294257, -1.399369], [-0.568899, -1.646583, 0.595619], [-2.235203, -0.998777, 0.574823], [-1.485893, -1.713514, -0.876108]],
  "forces_ev_per_a": [[-0.2835, -0.1022, -0.0179], [0.3258, 0.1598, -0.0903], [0.5788, 0.0372, -0.0566], [-0.2065, -0.0499, 0.1938], [0.0145, -0.4624, -0.1263], [-0.3854, -0.1445, 0.1776], [0.5523, -0.5657, 0.6927], [-0.3654, 0.5383, -0.5539], [0.4706, -0.2130, 0.0023], [-0.1632, 0.1356, -0.0685], [-0.0093, 0.1818, -0.2671], [-0.3084, 0.1302, -0.1648], [-0.0480, 0.2539, 0.0605], [0.0100, 0.0350, 0.3176], [-0.0051, 0.0699, 0.0071], [-0.1771, -0.0039, -0.1062]],
  "total_charge": 1,
  "gap_ev": 11.479,
  "total_energy_ev": -6262.212,
  "e_above_lowest_kcal_mol": 31.6
}